A cluster of 2 separate species, C13H15NO4 in total in a non-equilibrium geometry, computed with the ωB97M-V functional and the def2-TZVPD basis.

Values from the calculation:
- relative energy (zero: lowest compared OMol25 entry of this formula, charge and spin) (eV) = 2.6337
- maximum force (eV Å⁻¹) = 2.32
- Kohn-Sham gap (eV) = 8.843
- total charge = 0
- lowest unoccupied orbital energy (eV) = 0.367

Each line ends with the Löwdin charge.
Geometry (Å):
C  -3.70965  -1.69438  3.60372  -0.050
O  -3.25325  -2.05684  2.27370  -0.092
C  -2.62143  -1.19993  1.43720  -0.268
C  -2.18135  -1.77607  0.21886  0.004
C  -1.35297  -1.04252  -0.60202  -0.004
C  -0.97237  0.28299  -0.23776  -0.168
C  -0.09801  1.07281  -1.11197  -0.106
O  -0.14174  2.38022  -0.95401  -0.070
C  0.43160  3.19551  -2.01916  0.000
C  -1.52652  0.85392  0.92180  -0.005
C  -2.35000  0.13951  1.77187  0.001
H  -4.14358  -2.61378  4.01024  0.093
H  -2.89295  -1.34231  4.24211  0.093
H  -4.46038  -0.89881  3.57852  0.089
H  -2.54310  -2.80196  0.05244  0.128
H  -1.01107  -1.47571  -1.54021  0.124
H  0.22918  0.73087  -2.10897  0.124
H  0.51073  4.20452  -1.59540  0.099
H  1.41042  2.79405  -2.32780  0.098
H  -0.23035  3.16625  -2.89905  0.103
H  -1.33958  1.88707  1.15147  0.119
H  -2.76072  0.56477  2.69258  0.112
C  3.76897  -0.79353  -1.66678  -0.098
C  3.80612  -0.51329  -0.19812  -0.099
C  2.43699  0.12407  0.12194  -0.464
O  2.06137  0.51948  1.21826  0.053
N  1.70126  0.18685  -1.01567  0.126
C  2.38671  -0.27041  -2.10627  -0.465
O  1.98129  -0.26464  -3.26378  0.032
H  4.55432  -0.24331  -2.19586  0.123
H  3.81370  -1.87091  -1.85695  0.123
H  3.89558  -1.44725  0.36591  0.122
H  4.60077  0.20277  0.03917  0.122

***

A structure of composition C19H23Br48FN, computed with the ωB97M-V functional and the def2-TZVPD basis.

Values from the calculation:
- maximum force (eV Å⁻¹) = 0.48
- Kohn-Sham gap (eV) = 1.981
- total charge = -1
- lowest unoccupied orbital energy (eV) = 0.707

Each line ends with the Löwdin charge.
Geometry (Å):
N  -6.07702  -1.77202  0.57394  -0.041
C  -7.11194  -1.16210  -0.29989  -0.316
C  -8.28393  -0.58097  0.54408  -0.336
C  -9.58953  -1.38460  0.48093  -0.314
F  -9.12436  -2.79777  0.72450  -0.312
H  -5.27654  -2.05585  0.01826  -0.036
H  -6.50453  -2.60946  0.95956  0.052
H  -6.62894  -0.39916  -0.93057  0.082
H  -7.53396  -1.93268  -0.96427  0.084
H  -8.52323  0.44345  0.21518  0.067
H  -7.91827  -0.52490  1.58495  0.069
H  -9.85828  -1.40822  -0.60305  -0.030
C  -1.71658  -1.37056  -0.24094  -1.607
Br  -2.58927  -3.04804  -0.57859  0.596
Br  -1.06272  -0.56860  -1.86927  0.544
Br  -2.86881  -0.17946  0.72500  0.549
H  -0.85481  -1.57149  0.38085  -0.030
C  -0.60630  2.92510  1.87654  -1.623
Br  0.75961  1.70251  2.46174  0.537
Br  -0.91286  2.76189  -0.01903  0.558
Br  -2.22785  2.72275  2.88689  0.569
H  -0.23850  3.92463  2.05822  -0.125
C  2.44326  5.35864  4.27567  -1.614
Br  3.89034  4.21849  4.84245  0.624
Br  2.18438  5.27140  2.37641  0.589
Br  0.81349  4.94142  5.20847  0.582
H  2.71393  6.37632  4.52023  -0.072
C  -0.61799  6.41990  -1.27621  -1.623
Br  -1.30606  7.88896  -2.31155  0.595
Br  1.21200  6.02757  -1.72131  0.576
Br  -0.82230  6.72462  0.60834  0.553
H  -1.20696  5.54640  -1.52082  -0.050
C  0.16200  -5.83402  -2.80145  -1.629
Br  -0.98416  -5.55338  -4.31842  0.524
Br  0.85587  -4.17074  -2.13262  0.565
Br  -0.73087  -6.83727  -1.42578  0.565
H  1.00410  -6.42403  -3.13470  -0.119
C  4.32516  -7.71159  -4.09253  -1.593
Br  4.29456  -6.89053  -5.83690  0.530
Br  4.90385  -6.47636  -2.73623  0.594
Br  2.62168  -8.47343  -3.63824  0.579
H  5.04849  -8.51343  -4.14251  -0.025
C  -0.28306  -10.40111  -6.40381  -1.609
Br  0.89764  -11.56503  -5.41604  0.539
Br  -0.77523  -8.84069  -5.38848  0.542
Br  0.46785  -9.92964  -8.11011  0.570
H  -1.19103  -10.95659  -6.59002  -0.029
C  7.11913  4.83442  6.81220  -1.656
Br  6.98561  4.79343  8.72893  0.560
Br  7.76160  6.53570  6.18327  0.566
Br  8.19474  3.38263  6.14952  0.562
H  6.12389  4.70334  6.41264  -0.122
C  -0.58254  -1.36438  5.34939  -1.637
Br  -1.74837  -1.08788  3.84760  0.555
Br  0.11304  0.31973  5.97233  0.538
Br  -1.42677  -2.36228  6.76299  0.573
H  0.25996  -1.94661  5.00465  -0.030
C  0.79779  -10.86777  -0.10278  -1.628
Br  0.35988  -10.59860  -1.95948  0.504
Br  2.17097  -9.65852  0.49128  0.568
Br  -0.76612  -10.77562  1.01241  0.583
H  1.20002  -11.86677  -0.01596  -0.032
C  0.01566  9.59392  3.25571  -1.636
Br  1.30901  9.03896  4.57341  0.595
Br  -1.01943  11.08851  3.88054  0.578
Br  0.84608  9.95755  1.56262  0.548
H  -0.66830  8.76819  3.11038  -0.044
C  -2.24366  11.57686  -1.27855  -1.642
Br  -3.55606  11.63952  -2.68432  0.562
Br  -1.59186  13.33394  -0.83762  0.574
Br  -2.89323  10.65807  0.27656  0.517
H  -1.40298  11.00930  -1.65415  -0.057
C  0.52189  -4.27128  -8.40656  -1.631
Br  -1.37545  -4.28379  -8.07762  0.571
Br  1.21944  -2.47801  -8.44892  0.575
Br  1.46478  -5.36428  -7.13630  0.521
H  0.68137  -4.70099  -9.38502  -0.031
C  -7.06348  10.83204  0.91752  -1.635
Br  -6.81790  12.73632  0.76694  0.560
Br  -6.55187  9.93185  -0.70022  0.554
Br  -6.12854  10.12194  2.44429  0.557
H  -8.11734  10.65188  1.07357  -0.031
C  5.71875  -10.79814  -9.36866  -1.650
Br  4.61337  -12.37368  -9.41589  0.565
Br  6.16936  -10.19887  -11.14197  0.566
Br  4.90560  -9.39765  -8.33150  0.543
H  6.64246  -11.06929  -8.87790  -0.032
C  10.83395  3.77778  10.99342  -1.649
Br  10.06034  2.02567  10.81397  0.565
Br  11.18682  4.57151  9.27759  0.557
Br  9.74464  4.92009  12.09591  0.559
H  11.78376  3.66253  11.49534  -0.034

***

The molecule C12H11BCl4N2O in a non-equilibrium geometry, computed with the ωB97M-V functional and the def2-TZVPD basis.

Values from the calculation:
- relative energy (zero: lowest compared OMol25 entry of this formula, charge and spin) (eV) = 0.0000
- maximum force (eV Å⁻¹) = 1.81
- Kohn-Sham gap (eV) = 8.439
- total charge = 0
- lowest unoccupied orbital energy (eV) = -0.674

Each line ends with the Löwdin charge.
Geometry (Å):
Cl  3.30591  2.49469  -2.04621  0.432
B  2.58883  0.74074  -1.93344  -1.808
Cl  2.68106  -0.23548  -3.53106  0.454
Cl  3.48388  -0.24288  -0.59620  0.468
O  1.19711  0.94799  -1.34548  -0.190
C  0.33720  -0.07648  -0.96528  -0.261
C  -1.05621  0.26659  -1.51940  -0.147
C  -1.89994  -0.78988  -1.76556  -0.037
C  -3.23972  -0.57508  -2.09316  -0.097
C  -3.70325  0.73997  -2.21934  -0.711
Cl  -5.36869  0.98425  -2.38038  0.708
C  -2.80844  1.81366  -2.11004  -0.083
C  -1.46841  1.57899  -1.79946  0.004
H  0.62507  -1.10886  -1.19762  0.124
H  -1.51522  -1.80653  -1.65617  0.121
H  -3.92485  -1.43006  -2.17952  0.111
H  -3.17734  2.82382  -2.21740  0.105
H  -0.76749  2.41180  -1.75475  0.128
N  0.37111  -0.36278  0.58608  0.037
C  0.85111  -1.58164  1.02952  -0.038
C  1.24668  -1.81118  2.32239  0.008
C  1.29925  -0.77242  3.28168  -0.274
N  1.85364  -0.93549  4.49701  0.161
C  0.84231  0.47101  2.78479  0.018
C  0.45629  0.65603  1.48194  -0.004
H  0.98413  -2.35655  0.28979  0.135
H  1.59553  -2.83042  2.52110  0.128
H  1.92396  -0.21787  5.19696  0.117
H  2.20321  -1.80971  4.84850  0.117
H  0.82986  1.38003  3.38702  0.124
H  0.25343  1.63376  1.08367  0.147

***

A structure of composition C32H37AsHfN7O6S7Sb in a non-equilibrium geometry, computed with the ωB97M-V functional and the def2-TZVPD basis.

Values from the calculation:
- relative energy (zero: lowest compared OMol25 entry of this formula, charge and spin) (eV) = 0.6112
- maximum force (eV Å⁻¹) = 3.43
- Kohn-Sham gap (eV) = 5.077
- total charge = 0
- lowest unoccupied orbital energy (eV) = -1.521

Each line ends with the Löwdin charge.
Geometry (Å):
Hf  -0.37671  0.70498  -1.37786  0.929
S  1.90966  1.65063  -1.89317  -0.085
As  1.81665  0.21422  -3.52727  0.181
S  0.75552  -1.37762  -2.44617  -0.143
S  -0.85365  2.40349  -3.33596  -0.063
S  -0.05348  1.11245  -4.68881  -0.139
S  -2.86089  0.18443  0.45749  0.925
C  -2.85455  -1.25654  1.30251  -0.597
N  -3.87725  -1.56487  2.12025  -0.110
C  -3.77326  -2.72945  2.98776  -0.101
C  -3.19331  -3.87252  2.18252  -0.120
N  -1.89225  -3.46751  1.68279  -0.102
C  -0.82560  -4.46512  1.61012  -0.126
C  -0.83249  -5.24075  0.30957  -0.225
C  -1.85837  -6.13898  0.02505  -0.052
C  -1.87019  -6.83871  -1.17130  -0.088
C  -0.85335  -6.64914  -2.09846  -0.088
C  0.16955  -5.75427  -1.82415  -0.066
C  0.18146  -5.05252  -0.62610  -0.063
C  -1.73039  -2.22465  1.17986  -0.622
S  -0.31186  -1.79168  0.41988  0.739
C  -5.01647  -0.67406  2.26292  -0.133
C  -5.84603  -0.50270  1.00189  -0.246
C  -6.73092  0.56599  0.92819  -0.044
C  -7.51023  0.76213  -0.20011  -0.075
C  -7.40361  -0.10227  -1.27900  -0.084
C  -6.52973  -1.17546  -1.20856  -0.082
C  -5.76067  -1.37825  -0.07281  -0.060
H  -4.76444  -2.99318  3.35116  0.134
H  -3.11849  -2.49764  3.83344  0.123
H  -3.85899  -4.12142  1.34683  0.131
H  -3.08250  -4.75431  2.81183  0.131
H  -0.96151  -5.14069  2.45636  0.133
H  0.12212  -3.94108  1.72103  0.093
H  -2.64663  -6.30659  0.74932  0.107
H  -2.66345  -7.54642  -1.37384  0.104
H  -0.85745  -7.21013  -3.02366  0.105
H  0.96930  -5.60393  -2.53652  0.112
H  0.98552  -4.35820  -0.42184  0.101
H  -4.65847  0.30903  2.58733  0.119
H  -5.65123  -1.07754  3.05298  0.133
H  -6.80480  1.25538  1.76118  0.117
H  -8.19544  1.59829  -0.23925  0.105
H  -8.00021  0.05669  -2.16739  0.103
H  -6.43844  -1.85777  -2.04308  0.091
H  -5.07545  -2.21689  -0.04368  0.101
O  -1.22746  2.51553  -0.22311  -0.096
C  -0.74530  1.95142  0.78078  -0.718
O  0.05344  0.97167  0.61074  -0.442
C  -1.09327  2.28025  2.18894  -0.113
C  -1.50946  3.53535  2.59788  0.110
C  -1.82701  3.73036  3.93601  -0.102
C  -1.79153  2.69957  4.85526  0.103
C  -1.41788  1.44187  4.41031  -0.107
C  -1.03248  1.23202  3.09849  0.058
N  -1.47856  0.30672  5.31537  -0.338
O  -1.55815  -0.80107  4.80694  0.069
O  -1.48043  0.51930  6.50660  0.113
N  -2.24363  5.06299  4.37995  -0.350
O  -2.56065  5.19091  5.54537  0.092
O  -2.24001  5.95158  3.55427  0.100
H  -1.57418  4.35972  1.90194  0.145
H  -2.05080  2.86854  5.89021  0.137
H  -0.69127  0.25669  2.78015  0.120
C  2.55754  0.77109  3.36878  -0.337
Sb  2.82674  0.64119  1.19821  1.261
C  2.70760  2.80781  1.15192  -0.336
C  5.00649  0.62630  1.20075  -0.352
H  3.51478  1.00457  3.83259  -0.006
H  2.17140  -0.15466  3.79375  -0.016
H  1.85783  1.58120  3.57585  -0.019
H  3.39534  3.21495  1.89213  0.009
H  1.69042  3.10786  1.40551  -0.013
H  2.95768  3.20065  0.16998  -0.031
H  5.38959  1.29512  1.97027  -0.008
H  5.37454  0.94398  0.22659  -0.007
H  5.36267  -0.38397  1.39629  -0.015
C  -3.60512  0.41996  -6.07273  -0.111
C  -3.74629  0.88542  -4.62096  -0.250
C  -3.28074  -0.16165  -3.67412  -0.577
N  -2.46838  0.02210  -2.69269  -0.138
N  -2.13946  -1.10203  -2.01276  -0.210
C  -2.71097  -2.17031  -2.46893  -0.694
N  -2.56122  -3.39577  -1.90958  0.139
S  -3.73102  -1.84224  -3.84332  1.119
H  -3.84120  1.23656  -6.75250  0.078
H  -4.27529  -0.41418  -6.28924  0.059
H  -2.58001  0.10831  -6.27002  0.060
H  -4.79022  1.12675  -4.40172  0.116
H  -3.14395  1.77486  -4.44102  0.047
H  -1.73626  -3.49203  -1.33012  0.052
H  -2.79349  -4.20071  -2.46603  0.094